[1]
One molecule with the formula C4H5NO2, computed with wB97M-V/def2-TZVPD.

The energy above the lowest of the compared OMol25 structures with the same formula, charge and spin is 1.2264 eV. The calculation puts the HOMO energy at -9.91 eV. The calculation puts the orbital gap at 10.7 eV. As for the structure (SMILES): O=C[C@H]1CN=CO1. For the max |F|, the calculation gives 0.0105 hartree/bohr.

Geometry as ORCA input:
```
! wB97M-V def2-TZVPD RIJCOSX def2/J DEFGRID3
* xyz 0 1
O -2.68377 0.53870 0.11988
C -1.69890 -0.15524 0.13678
C -0.40062 0.22544 -0.54043
C 0.58701 0.86580 0.47952
N 1.68977 -0.09045 0.58142
C 1.42035 -1.02337 -0.22567
O 0.27590 -0.97206 -0.95552
H -1.65067 -1.11061 0.70215
H -0.60383 0.84740 -1.41568
H 0.95989 1.83676 0.14155
H 0.12810 1.01329 1.46390
H 2.03235 -1.89980 -0.41184
*
```

***

[2]
C4H5NO2 as an isolated structure, computed with wB97M-V/def2-TZVPD.

The energy above the lowest of the compared OMol25 structures with the same formula, charge and spin is 1.9715 eV. The calculation puts the HOMO energy at -9.57 eV. The calculation puts the orbital gap at 10.4 eV. For the max |F|, the calculation gives 0.0151 hartree/bohr.

Geometry as ORCA input:
```
! wB97M-V def2-TZVPD RIJCOSX def2/J DEFGRID3
* xyz 0 1
N 0.16415 0.40726 1.62862
C -0.16403 0.07072 0.30003
C 0.66117 -1.01412 -0.39133
C 0.67740 0.38153 -0.89192
O -0.47449 0.54900 -1.74209
C -1.33369 0.31330 -0.68274
O -2.52280 0.29012 -0.73614
H -0.02021 -0.29477 2.33127
H -0.12521 1.32588 1.93441
H 1.49072 -1.36673 0.21335
H 0.15947 -1.75682 -1.00688
H 1.48751 1.09464 -0.95659
*
```

***

[3]
C4H5NO2S as an isolated structure, computed with wB97M-V/def2-TZVPD.

The energy above the lowest of the compared OMol25 structures with the same formula, charge and spin is 4.0397 eV. The calculation puts the HOMO energy at -9.05 eV. The calculation puts the orbital gap at 8.8 eV. For the max |F|, the calculation gives 0.1389 hartree/bohr.

Geometry as ORCA input:
```
! wB97M-V def2-TZVPD RIJCOSX def2/J DEFGRID3
* xyz 0 1
C -0.24642 0.92704 -0.83059
C -0.16660 -0.23471 -0.13835
C 1.36608 -2.05582 -0.11941
C -0.64594 -0.11963 1.17371
H -1.11221 1.89631 0.68939
H -0.80077 2.92930 -1.03334
H 0.38107 0.93228 -1.89688
H 1.98407 -1.39838 0.46196
H -0.54579 -0.89595 1.87609
N -0.85163 2.11075 -0.50599
O 0.30554 -1.44046 -0.51107
O -1.35373 0.93849 1.47577
S 1.68633 -3.58923 -0.64128
*
```

***

[4]
One molecule with the formula C4H5NO2S, computed with wB97M-V/def2-TZVPD.

The energy above the lowest of the compared OMol25 structures with the same formula, charge and spin is 3.4381 eV. The calculation puts the HOMO energy at -8.53 eV. The calculation puts the orbital gap at 8.7 eV. As for the structure (SMILES): C=C1OCC(=S)N1O. For the max |F|, the calculation gives 0.0633 hartree/bohr.

Geometry as ORCA input:
```
! wB97M-V def2-TZVPD RIJCOSX def2/J DEFGRID3
* xyz 0 1
C -0.97647 1.09007 0.38787
C -1.51500 2.29364 0.11736
C -0.21094 -0.77732 1.44318
C 0.49132 -0.65182 0.11258
H 1.00381 0.18335 -1.89393
H -2.28021 2.79452 0.67332
H -1.22822 2.73601 -0.80316
H -0.74502 -1.72764 1.47567
H 0.54154 -0.74492 2.26962
N 0.03968 0.51642 -0.37900
O 0.35997 0.88434 -1.60792
O -1.11014 0.39685 1.49584
S 1.35614 -1.80208 -0.65861
*
```

***

[5]
C4H5NO2S as an isolated structure, computed with wB97M-V/def2-TZVPD.

The energy above the lowest of the compared OMol25 structures with the same formula, charge and spin is 2.4522 eV. The calculation puts the HOMO energy at -9.65 eV. The calculation puts the orbital gap at 9.9 eV. For the max |F|, the calculation gives 0.0876 hartree/bohr.

Geometry as ORCA input:
```
! wB97M-V def2-TZVPD RIJCOSX def2/J DEFGRID3
* xyz 0 1
C -0.61452 -1.24807 0.05715
C -1.97648 -1.36566 0.06907
C -0.28788 0.11399 0.07057
C 1.01889 0.74578 -0.22165
N -2.68103 -0.30282 -0.03691
O 0.91973 2.14274 -0.01968
O 2.03210 0.10867 0.58569
S -1.74257 1.01374 0.05302
H -0.08135 -2.17192 0.08753
H -2.52503 -2.41032 0.06728
H 1.33485 0.51941 -1.40272
H 1.67947 2.51443 0.60496
H 2.92383 0.34004 0.08569
*
```

***

[6]
One molecule with the formula C4H5NO3, computed with wB97M-V/def2-TZVPD.

The energy above the lowest of the compared OMol25 structures with the same formula, charge and spin is 5.0295 eV. The calculation puts the HOMO energy at -10.21 eV. The calculation puts the orbital gap at 9.3 eV. As for the structure (SMILES): O=CCN(C=O)C=O. For the max |F|, the calculation gives 0.1908 hartree/bohr.

Geometry as ORCA input:
```
! wB97M-V def2-TZVPD RIJCOSX def2/J DEFGRID3
* xyz 0 1
C 2.05001 -0.20026 -0.02258
C 0.60194 0.30036 0.59826
C -1.18348 -1.27220 -0.31823
C -1.29820 1.19719 -0.37979
H 2.98701 -0.10594 0.82933
H 0.74636 1.41245 0.83839
H 0.66760 -0.20914 1.50640
H -0.32901 -2.26030 -0.39096
H -2.47507 0.94198 -0.66417
N -0.64379 0.05389 -0.00554
O 2.14441 -0.80478 -1.10220
O -2.60074 -1.38975 -0.24572
O -0.66702 2.33651 -0.64318
*
```